# C26H22N4O3

The molecule C26H22N4O3 (ωB97M-V with the def2-TZVPD basis set, the OMol25 dataset).

Structure (ORCA input):
```
! RIJCOSX wB97M-V def2-TZVPD def2/J DEFGRID3
* xyz 0 1
C -7.9940 -1.8306 0.5332
C -7.1290 -0.6128 0.4152
C -7.6948 0.6555 0.4800
C -6.9003 1.7821 0.3673
C -5.5360 1.6585 0.1891
C -4.9575 0.3930 0.1227
N -3.5725 0.3267 -0.0599
C -2.7703 -0.7694 -0.1416
O -3.1459 -1.9222 -0.0660
C -1.3228 -0.4392 -0.3463
C -0.9477 0.9100 -0.3351
N -0.7086 2.0336 -0.2513
C -0.4467 -1.4742 -0.4158
C 0.9631 -1.4371 -0.6156
C 1.8295 -2.3788 -0.0907
N 3.1144 -2.0682 -0.3821
C 4.2928 -2.6901 0.1520
C 5.1072 -1.6704 0.9748
O 6.3105 -1.5903 0.9003
N 4.3379 -0.9076 1.7773
C 4.7905 0.3649 2.3104
C 4.1846 1.4724 1.5077
C 4.7231 2.4926 0.7846
C 3.6313 3.1752 0.1915
C 2.5126 2.5151 0.5887
O 2.8345 1.4812 1.3852
C 3.1249 -0.9172 -1.1397
C 4.2022 -0.2296 -1.6817
C 3.9231 0.8868 -2.4405
C 2.6079 1.2890 -2.6757
C 1.5377 0.6107 -2.1346
C 1.7897 -0.4905 -1.3197
C -5.7597 -0.7374 0.2362
H -8.6985 -1.8743 -0.2969
H -7.3929 -2.7356 0.5260
H -8.5708 -1.7993 1.4565
H -8.7610 0.7583 0.6194
H -7.3451 2.7649 0.4186
H -4.9141 2.5385 0.1016
H -3.1183 1.2297 -0.1281
H -0.8849 -2.4540 -0.2525
H 1.5910 -3.2362 0.5113
H 4.0067 -3.5323 0.7868
H 4.9379 -3.0596 -0.6516
H 3.3333 -0.9968 1.7187
H 4.4910 0.4345 3.3617
H 5.8781 0.3946 2.2349
H 5.7626 2.7296 0.6903
H 3.6802 4.0349 -0.4435
H 1.4718 2.6601 0.3747
H 5.2174 -0.5556 -1.5178
H 4.7347 1.4516 -2.8723
H 2.4272 2.1525 -3.2973
H 0.5293 0.9268 -2.3445
H -5.3075 -1.7138 0.1842
*
```

Summary:
Energy relative to the best compared isomer or geometry (same formula, charge and spin)   0.485 eV
Strongest force on any atom   0.02671 Eh/bohr
Orbital gap   7.7 eV